Computed, not measured: a molecular structure, C5H6O2, with ωB97M-V/def2-TZVPD.

Cartesian coordinates (Å):
1 O -2.21 -0.18 0.40
2 C -1.06 -0.53 0.70
3 C -0.08 -0.84 -0.33
4 C -0.55 1.90 -0.43
5 O 0.09 2.29 0.52
6 C 1.34 -0.90 -0.10
7 C 2.53 -0.99 0.07
8 H -1.35 1.14 -0.31
9 H -0.64 -0.54 1.71
10 H -0.85 -1.82 0.29
11 H -0.38 -0.72 -1.37
12 H -0.41 2.31 -1.44
13 H 3.58 -1.11 0.28

Output
E_HOMO: -9.45 eV
total energy: -9371.42704 eV
Kohn-Sham gap: 9.3434 eV
E_LUMO: -0.102 eV

Computed, not measured: a single C5H6O2 molecule, with ωB97M-V/def2-TZVPD.

Cartesian coordinates (Å):
1 C 0.40 0.78 -1.21
2 C 0.05 -0.25 -0.20
3 O -1.29 -0.49 0.00
4 C -2.09 0.47 0.53
5 O -1.71 1.52 0.94
6 C 0.89 -0.95 0.62
7 C 2.27 -1.14 0.31
8 H -0.37 0.86 -1.98
9 H 1.38 0.57 -1.63
10 H 0.44 1.73 -0.67
11 H 0.38 -1.34 1.50
12 H -3.12 0.09 0.53
13 H 2.72 -1.64 1.20

Output
E_HOMO: -8.40 eV
total energy: -9372.92034 eV
Kohn-Sham gap: 7.4691 eV
E_LUMO: -0.926 eV

Computed, not measured: a single C5H6O2 molecule, with ωB97M-V/def2-TZVPD.

Cartesian coordinates (Å):
1 O 1.90 -1.05 -0.29
2 C 0.96 -0.68 -0.95
3 C -0.38 0.22 0.37
4 C -0.12 -0.01 1.67
5 C -0.56 -0.94 -0.54
6 C -0.29 1.53 -0.30
7 O -0.88 1.71 -1.35
8 H 1.08 -0.03 -1.83
9 H -0.73 -0.75 2.16
10 H 0.71 0.38 2.23
11 H -1.31 -0.81 -1.33
12 H -0.61 -1.91 -0.05
13 H 0.25 2.35 0.20

Output
SMILES string: C=C(C=O)CC=O
E_HOMO: -9.39 eV
total energy: -9374.26504 eV
Kohn-Sham gap: 8.7147 eV
E_LUMO: -0.677 eV

Computed, not measured: a single C5H6O2 molecule, with ωB97M-V/def2-TZVPD.

Cartesian coordinates (Å):
1 C -1.38 -1.13 0.11
2 C -0.16 -0.27 0.37
3 O 0.88 -0.82 -0.46
4 C 2.10 -0.21 -0.40
5 O 3.03 -0.66 0.21
6 C -0.40 1.15 0.10
7 C -0.59 2.32 -0.13
8 H -1.65 -1.07 -0.95
9 H -2.23 -0.79 0.72
10 H -1.16 -2.17 0.37
11 H 0.16 -0.38 1.42
12 H 2.16 0.70 -1.02
13 H -0.76 3.35 -0.35

Output
SMILES string: C#C[C@@H](C)OC=O
E_HOMO: -10.55 eV
total energy: -9374.76277 eV
Kohn-Sham gap: 11.4805 eV
E_LUMO: 0.933 eV